No. 1
Here is a cluster of 6 separate species, C15H44N4O9 in total at a distorted geometry from OMol25. Energies are from wB97M-V/def2-TZVPD.

Properties
**Kohn-Sham gap**: 9.65 eV
**2S+1**: 1
**SMILES**: COC[C@H](C)N.COC[C@H](C)N.NC(N)=O.OCCO.OCCO.OCCO
**LUMO energy**: 0.019 Ha
**Relative energy (zero: lowest compared OMol25 entry of this formula, charge and spin)**: 0.0 kJ/mol
**Energy**: -40655.6126 eV

```
72
Properties=species:S:1:pos:R:3:mulliken_charge:R:1
O -4.1980 0.2674 1.6221 -0.44
O 3.8800 2.8323 1.8952 -0.56
O 4.7667 -2.4997 -1.7752 -0.43
O 5.1159 2.4167 -1.4888 -0.55
O -3.1466 4.5909 2.7865 -0.36
O -1.5608 -6.7289 0.5414 -0.54
O -3.0545 -2.4768 1.0540 -0.38
O -1.5072 -0.1395 0.5703 -0.86
O -1.1420 -4.0973 -0.9516 -0.68
N 0.3582 0.8266 -0.3659 -0.18
N -0.1166 -1.3607 -0.7800 -0.07
N 2.6867 0.5161 -2.1642 -0.32
N -1.3652 3.0179 1.2090 -0.51
C -1.2638 -5.4343 1.0622 -0.58
C -0.3800 -4.7128 0.0974 -0.18
C 3.1649 -0.8017 -2.6469 0.60
C -0.4882 -0.2109 -0.1307 0.65
C 4.1995 -1.2251 -1.6203 -0.61
C 3.7592 2.6373 0.4836 -0.11
C 3.7499 -0.7061 -4.0399 -1.53
C -3.6351 3.9175 1.6401 -0.57
C 5.1659 2.4695 -0.0536 -0.44
C -4.7125 -1.0018 2.0135 -0.51
C -3.0012 3.0410 -0.6118 -1.22
C -4.4093 -2.1029 1.0199 -0.50
C 3.8374 -3.5583 -1.8929 -0.60
C -4.1517 4.9980 3.6861 -0.75
C -2.5234 3.7405 0.6493 0.36
H -1.6108 2.0257 1.1933 0.05
H -1.2673 3.2440 2.1955 0.27
H -0.8311 -5.4654 2.0694 0.37
H 0.7410 -1.2730 -1.2971 0.19
H 1.2626 0.5896 -0.7934 0.14
H 3.2187 -3.6486 -0.9861 0.23
H 3.5032 1.0137 -1.8087 -0.09
H 3.2075 1.7086 0.2975 0.01
H 3.1831 -3.3861 -2.7511 0.28
H -5.7983 -0.8673 2.0422 0.36
H 5.6674 1.5886 0.3511 0.26
H -4.4592 4.4764 1.1725 0.38
H -4.0279 2.9369 1.9457 0.31
H 4.4003 -4.4808 -1.9869 0.29
H 5.7155 3.3648 0.2579 0.39
H -3.2759 0.1569 1.3448 0.42
H -2.1863 4.7414 0.3475 0.23
H 3.2673 3.4631 -0.0291 0.37
H 2.3410 -1.5169 -2.5634 0.13
H -4.6559 -1.8039 -0.0066 0.29
H -5.0579 -2.9449 1.2756 0.36
H -4.0020 6.0510 3.9283 0.25
H 5.9804 2.6279 -1.8483 0.29
H 5.0299 -0.5067 -1.6298 0.31
H -1.8876 -4.6771 -1.1349 0.33
H -2.1862 2.9347 -1.3256 0.34
H 4.0698 -1.6651 -4.4486 0.33
H -2.1981 -4.8656 1.1757 0.24
H 0.2066 -3.9424 0.5909 0.36
H -5.1508 4.9414 3.2336 0.33
H -3.8204 3.5972 -1.0717 0.46
H 3.1898 3.4546 2.1414 0.33
H -2.4860 -1.6888 1.0184 0.32
H -2.0899 -7.1909 1.1972 0.31
H -4.1619 4.3526 4.5663 0.26
H -4.3315 -1.2866 2.9975 0.28
H 0.2837 -5.4419 -0.3821 0.25
H 3.0716 -0.2045 -4.7302 0.44
H -0.5653 -2.2505 -0.6361 -0.15
H 2.3484 1.1061 -2.9174 0.23
H 3.8287 -1.1455 -0.5821 0.40
H 4.6413 -0.0712 -3.9827 0.31
H -3.3809 2.0426 -0.3811 0.14
H 0.2448 1.6910 0.1420 0.28
```

=====

No. 2
Here is a cluster of 5 separate species, C15H44O19P4S in total at a distorted geometry from OMol25. Energies are from wB97M-V/def2-TZVPD.

Properties
**Kohn-Sham gap**: 10.57 eV
**2S+1**: 1
**SMILES**: CCOS(C)(=O)=O.COP(=O)(OC)OC.COP(=O)(OC)OC.COP(=O)(OC)OC.COP(=O)(OC)OC
**LUMO energy**: 0.001 Ha
**Energy**: -103165.3400 eV

```
83
Properties=species:S:1:pos:R:3:mulliken_charge:R:1
S -6.1344 16.8635 -10.1240 1.13
P -3.7565 26.0061 -7.2575 1.06
P -11.2306 18.3662 -15.5173 1.09
P -1.9163 13.5048 -18.5131 1.01
P -13.0767 25.9989 -10.7921 1.04
O -10.7104 16.8536 -16.0869 -0.34
O -4.7566 17.4290 -10.1320 -0.59
O -3.7635 27.4188 -6.6858 -0.68
O -11.9529 19.0681 -16.7994 -0.34
O -13.7206 24.5678 -11.1435 -0.32
O -6.7964 16.3369 -11.3729 -0.59
O -11.9887 18.3722 -14.2240 -0.71
O -2.6006 12.2801 -18.9256 -0.67
O -2.2660 25.4519 -7.6134 -0.39
O -13.7251 27.3132 -11.1795 -0.68
O -9.9539 19.2355 -15.3972 -0.21
O -12.7740 25.9723 -9.1760 -0.29
O -2.2353 14.8362 -19.3972 -0.30
O -11.6289 25.8472 -11.4024 -0.21
O -4.2028 24.8489 -6.1377 -0.27
O -0.3107 13.4082 -18.8520 -0.37
O -7.2435 17.9763 -9.4113 -0.26
O -2.0838 14.1559 -17.0172 -0.25
O -4.5966 25.6185 -8.5402 -0.27
C -9.0690 19.5149 -16.4270 -0.73
C -6.1313 15.5948 -8.8146 -0.87
C -13.2142 23.4182 -10.4289 -0.65
C -10.7369 15.8343 -15.0669 -0.62
C -5.8069 26.2362 -8.8172 -0.80
C 0.5344 14.5455 -18.8137 -0.60
C -3.3030 14.0895 -16.4188 -0.60
C -13.9000 26.3074 -8.3648 -0.83
C -12.7759 20.2509 -16.5686 -0.67
C -11.6026 25.8078 -12.8210 -0.83
C -3.6026 15.2217 -19.6305 -0.69
C -7.7043 20.2361 -9.6616 -1.18
C -7.9442 18.8218 -10.2431 -0.15
C -5.2584 25.0569 -5.2403 -0.75
C -2.1728 24.2441 -8.4000 -0.57
H -8.2586 21.1005 -10.0271 0.39
H -9.3202 19.0602 -17.3852 0.32
H -9.0161 18.7337 -10.4200 0.28
H -11.1597 26.7779 -13.0468 0.31
H -8.9679 20.5866 -16.5988 0.28
H -1.9375 24.7092 -9.3573 0.26
H -8.0451 20.2458 -8.6263 0.30
H -5.0898 24.6040 -4.2633 0.27
H -0.0316 15.3539 -18.3509 0.27
H -7.1335 15.1662 -8.8203 0.32
H -8.0783 19.1886 -16.1107 0.29
H -1.2852 23.6918 -8.0912 0.25
H -14.7688 26.7627 -8.8401 0.36
H -14.0889 23.0412 -9.8988 0.25
H -7.6301 18.8775 -11.2854 0.26
H -6.6707 20.5796 -9.7031 0.29
H -11.2458 16.1968 -14.1738 0.35
H -6.1138 27.0779 -8.1964 0.35
H -3.0756 23.6335 -8.3841 0.30
H -6.2242 24.7740 -5.6591 0.28
H -5.3870 14.8682 -9.1403 0.36
H -3.4435 14.9577 -15.7749 0.23
H 0.5965 14.8810 -19.8489 0.28
H -6.6543 25.5508 -8.8373 0.30
H -12.5465 25.9484 -13.3476 0.37
H -5.3822 26.1073 -4.9770 0.34
H -14.4613 25.4362 -8.0272 0.32
H 1.4621 14.4901 -18.2440 0.28
H -3.6352 16.1225 -19.0176 0.29
H -12.8756 22.6654 -11.1407 0.27
H -9.7139 15.5130 -14.8711 0.23
H -13.7154 26.9243 -7.4854 0.29
H -12.1726 20.9004 -17.2029 0.28
H -13.7929 20.0802 -16.9217 0.25
H -11.2857 15.0355 -15.5659 0.21
H -4.1676 13.9960 -17.0759 0.29
H -5.6724 26.8328 -9.7194 0.31
H -3.0593 13.2266 -15.7991 0.27
H -5.8368 16.0732 -7.8805 0.32
H -11.0083 24.9741 -13.1948 0.26
H -4.3327 14.5518 -19.1763 0.31
H -12.4195 23.6453 -9.7182 0.34
H -3.7703 15.5497 -20.6564 0.25
H -12.9050 20.7058 -15.5865 0.31
```

=====

No. 3
Here is a structure of composition C15H45AsF6O7 at a distorted geometry from OMol25. Energies are from wB97M-V/def2-TZVPD.

Properties
**Kohn-Sham gap**: 6.18 eV
**2S+1**: 1
**LUMO energy**: -0.129 Ha
**Relative energy (zero: lowest compared OMol25 entry of this formula, charge and spin)**: 711.5 kJ/mol
**Energy**: -107756.9497 eV

```
74
Properties=species:S:1:pos:R:3:mulliken_charge:R:1
As 4.2726 14.4983 -0.2114 2.02
F 5.0860 16.0130 -0.6836 -0.49
F 2.6943 15.3303 -0.4786 -0.50
F 4.1545 13.9944 -1.9704 -0.51
F 4.2850 15.0170 1.5432 -0.52
F 3.3688 12.9930 0.2448 -0.50
F 5.9065 13.6977 0.0323 -0.50
O 4.2788 21.8614 2.0006 -0.53
O 11.6134 9.6181 -0.5648 -0.51
O 0.3038 18.1775 3.9305 -0.39
O 5.5535 9.6203 -9.7189 -0.55
O 0.7735 11.7767 4.6323 -0.56
O 4.5497 20.3896 -6.8596 -0.53
O 11.1556 17.1150 -0.4860 -0.52
C 2.6186 10.7334 5.6631 -1.33
C 5.6856 20.1898 -6.0931 0.45
C 10.2243 8.0674 -1.6554 -0.93
C 4.3204 9.6211 -7.8069 -1.47
C 6.0742 11.3775 -8.0742 -1.20
C 11.2819 9.1653 -1.8555 -0.30
C 12.6252 16.3941 -2.2363 -0.98
C 0.4286 10.7323 6.8068 -1.26
C 5.6795 22.0050 2.2062 -0.17
C 11.8996 17.5373 -1.6347 -0.19
C 5.5799 20.7779 -4.6246 -1.17
C 5.6402 9.9167 -8.3525 0.53
C 5.8889 18.7051 -6.0278 -1.30
C 5.8903 22.6816 3.5726 -1.09
C 1.1329 10.6768 5.4338 0.58
H 4.7223 20.4348 -4.0458 0.31
H -0.5763 18.2157 3.5489 0.46
H 4.6552 9.8750 -9.9420 0.34
H 0.3500 18.7120 4.7266 0.46
H 10.7868 9.9767 -0.2336 0.31
H 6.0523 22.7580 1.5119 0.25
H 6.9693 22.8168 3.6464 0.34
H 4.6644 21.3205 -7.0642 0.33
H 4.0087 8.5915 -7.9824 0.36
H 6.1172 18.4522 -7.0631 0.30
H 10.8964 9.9753 -2.4745 0.25
H 6.2983 21.1077 2.2085 0.30
H 12.0995 8.7749 -2.4616 0.31
H 6.6238 11.6122 -7.1626 0.34
H 11.9742 15.6338 -2.6679 0.27
H 6.4305 20.5443 -3.9844 0.33
H 4.9237 18.2712 -5.7667 0.33
H 6.7082 18.3114 -5.4262 0.37
H 11.2738 17.9886 -2.4047 0.24
H -0.6411 10.5863 6.6566 0.31
H 12.5689 18.3839 -1.4818 0.25
H 6.8194 11.6458 -8.8231 0.35
H 13.2323 16.7181 -3.0816 0.31
H 6.5174 20.6250 -6.6470 0.26
H 0.9196 18.5544 3.2978 0.47
H 2.9822 9.9008 6.2653 0.34
H 2.9743 11.6601 6.1136 0.34
H 1.4131 11.9070 3.9283 0.31
H 6.3642 9.1750 -8.0150 0.27
H 3.1874 10.6484 4.7373 0.39
H 0.5815 11.6889 7.3064 0.33
H 3.5300 10.2659 -8.1912 0.42
H 13.1978 15.7685 -1.5515 0.30
H 0.7349 9.9577 7.5098 0.36
H 0.7889 9.8316 4.8376 0.18
H 5.4660 21.8598 -4.6916 0.32
H 9.4146 8.5633 -1.1200 0.32
H 5.7342 21.8814 4.2961 0.27
H 5.2099 12.0148 -8.2613 0.25
H 10.2282 17.1762 -0.7263 0.32
H 4.3265 9.8063 -6.7328 0.37
H 9.8234 7.8161 -2.6373 0.30
H 10.5924 7.1705 -1.1571 0.24
H 4.1894 21.5390 1.1008 0.31
H 5.3149 23.5733 3.8216 0.33
```